1.
Below is a structure of composition C21H35AuCl2N4O3S at a distorted geometry, with properties calculated with wB97M-V/def2-TZVPD.

Values from the calculation:
highest occupied orbital energy (alpha / beta) = -5.71 / -7.81 eV
spin multiplicity = 3
⟨S²⟩ = 2.0099

Atoms and positions in Å:
O (1.673, -0.327, -3.172)
C (2.512, 0.479, -3.599)
C (2.916, 0.469, -5.033)
C (2.122, -0.224, -5.966)
H (1.229, -0.737, -5.607)
C (2.485, -0.267, -7.308)
H (1.838, -0.785, -8.015)
C (3.664, 0.354, -7.741)
H (3.957, 0.295, -8.789)
C (4.469, 1.039, -6.818)
H (5.388, 1.528, -7.159)
C (4.092, 1.109, -5.474)
H (4.708, 1.636, -4.739)
H (2.954, 1.268, -2.967)
C (3.219, -1.428, -0.790)
C (2.155, -0.745, -0.041)
H (4.006, -1.791, -0.115)
H (3.662, -0.722, -1.501)
H (2.804, -2.267, -1.362)
C (2.016, -0.537, 1.270)
C (2.829, -1.170, 2.374)
H (1.203, 0.108, 1.620)
H (3.795, -1.528, 2.002)
H (2.297, -2.020, 2.829)
H (3.004, -0.436, 3.171)
Au (0.405, -0.113, -1.062)
Cl (-0.428, -2.357, -1.116)
Cl (1.145, 2.163, -1.145)
C (-1.238, -2.284, 2.395)
O (-1.289, -1.053, 2.296)
N (-1.766, -2.992, 3.422)
C (-2.421, -2.326, 4.537)
C (-1.658, -4.441, 3.503)
H (-0.749, -2.915, 1.623)
H (-2.365, -1.243, 4.394)
H (-1.932, -2.609, 5.480)
H (-3.473, -2.644, 4.605)
H (-1.074, -4.796, 2.648)
H (-2.653, -4.909, 3.483)
H (-1.163, -4.737, 4.438)
H (-0.408, 4.472, 4.097)
H (-0.269, 5.877, 1.540)
C (0.389, 3.903, 3.596)
C (0.539, 5.136, 1.440)
N (0.224, 3.910, 2.152)
H (0.378, 2.872, 3.958)
C (-0.531, 2.972, 1.555)
O (-1.111, 2.047, 2.146)
H (0.669, 4.892, 0.381)
H (-0.571, 3.079, 0.455)
H (1.345, 4.380, 3.829)
H (1.457, 5.565, 1.848)
S (-1.603, 0.951, -1.603)
C (-2.714, 0.230, -0.487)
N (-3.222, -0.973, -0.761)
C (-4.152, -1.641, 0.146)
C (-4.953, -0.588, 0.884)
C (-4.033, 0.399, 1.559)
N (-3.095, 0.923, 0.580)
H (-2.636, -1.576, -1.352)
H (-3.595, -2.283, 0.847)
H (-4.800, -2.287, -0.454)
H (-5.608, -1.056, 1.623)
H (-5.577, -0.050, 0.164)
H (-3.470, -0.057, 2.384)
H (-4.582, 1.257, 1.956)
H (-2.407, 1.600, 0.943)

2.
Below is a structure of composition C38H34AuI2NO2PSi at a distorted geometry, with properties calculated with wB97M-V/def2-TZVPD.

Values from the calculation:
relative energy (zero: lowest compared OMol25 entry of this formula, charge and spin) = 33.8 kcal/mol
charge = +1
highest occupied orbital energy (alpha / beta) = -10.20 / -10.20 eV

Atoms and positions in Å:
Au (-0.265, 0.253, -1.467)
I (1.778, 2.377, 0.458)
C (2.729, 1.138, 1.850)
C (4.071, 1.345, 1.982)
C (4.800, 0.712, 3.010)
C (4.140, -0.048, 3.922)
C (2.744, -0.271, 3.815)
C (2.086, -1.000, 4.832)
C (0.745, -1.226, 4.778)
C (0.030, -0.833, 3.635)
C (0.625, -0.143, 2.603)
P (-0.457, -0.029, 1.103)
C (-1.117, -1.741, 1.047)
C (-0.173, -2.744, 0.807)
C (-0.550, -4.077, 0.780)
C (-1.882, -4.426, 0.980)
C (-2.823, -3.437, 1.221)
C (-2.445, -2.099, 1.260)
C (-1.823, 1.066, 1.567)
C (-3.019, 1.056, 0.847)
C (-4.058, 1.898, 1.204)
C (-3.904, 2.780, 2.268)
C (-2.707, 2.821, 2.968)
C (-1.667, 1.968, 2.620)
C (2.001, 0.256, 2.712)
H (4.577, 2.033, 1.315)
H (5.867, 0.877, 3.087)
H (4.669, -0.488, 4.761)
H (2.675, -1.369, 5.667)
H (0.235, -1.747, 5.577)
H (-1.012, -1.115, 3.562)
H (0.872, -2.478, 0.657)
H (0.195, -4.847, 0.607)
H (-2.181, -5.469, 0.963)
H (-3.860, -3.705, 1.394)
H (-3.187, -1.345, 1.487)
H (-3.126, 0.409, -0.017)
H (-4.983, 1.884, 0.640)
H (-4.719, 3.439, 2.547)
H (-2.578, 3.516, 3.790)
H (-0.734, 2.009, 3.168)
I (-1.990, 9.053, -1.639)
C (-1.515, 7.022, -1.738)
C (-0.851, 6.531, -2.854)
C (-0.537, 5.183, -2.918)
C (-0.901, 4.334, -1.881)
C (-1.571, 4.837, -0.767)
C (-1.872, 6.188, -0.687)
C (-0.560, 2.891, -1.957)
O (0.320, 2.450, -2.702)
O (-1.212, 2.089, -1.155)
H (-0.579, 7.194, -3.665)
H (-0.004, 4.779, -3.771)
H (-1.853, 4.162, 0.036)
H (-2.381, 6.586, 0.182)
C (3.079, -0.960, -0.840)
Si (2.292, -1.386, -2.476)
C (3.151, -2.874, -3.190)
C (2.400, -0.005, -3.705)
N (0.515, -1.545, -2.138)
C (-0.309, -2.584, -2.359)
C (-1.733, -2.420, -2.335)
C (-2.574, -3.479, -2.554)
C (-2.050, -4.754, -2.799)
C (-0.665, -4.955, -2.811)
C (0.191, -3.907, -2.594)
H (3.896, -0.245, -0.993)
H (3.500, -1.853, -0.361)
H (2.370, -0.498, -0.148)
H (4.135, -2.530, -3.529)
H (2.637, -3.292, -4.061)
H (3.315, -3.668, -2.455)
H (3.455, 0.191, -3.935)
H (1.948, 0.921, -3.334)
H (1.895, -0.284, -4.638)
H (-2.139, -1.428, -2.165)
H (-3.646, -3.324, -2.545)
H (-2.719, -5.588, -2.976)
H (-0.264, -5.946, -2.984)
H (1.256, -4.084, -2.566)

3.
Below is a structure of composition C27H39MgN2O5 at a distorted geometry, with properties calculated with wB97M-V/def2-TZVPD.

Values from the calculation:
relative energy (zero: lowest compared OMol25 entry of this formula, charge and spin) = 22.1 kcal/mol
charge = -1
highest occupied orbital energy = -1.76 eV

Atoms and positions in Å:
O (-0.376, -2.165, -2.487)
C (-0.556, -1.626, -3.817)
C (-1.731, -2.563, -4.118)
H (0.443, -1.762, -4.259)
H (-0.787, -0.547, -3.782)
C (-1.058, -3.347, -2.958)
H (-1.891, -2.991, -5.120)
H (-2.696, -2.129, -3.783)
C (0.013, -4.296, -3.543)
H (0.555, -3.796, -4.382)
H (-0.488, -5.192, -3.946)
H (0.868, -4.459, -2.856)
C (-1.987, -3.674, -1.808)
H (-2.593, -2.793, -1.550)
H (-1.433, -3.857, -0.866)
H (-2.623, -4.512, -2.064)
Mg (1.025, 2.637, -2.413)
C (-1.076, 1.405, -0.012)
C (-1.072, 2.803, -0.291)
C (-1.047, 2.972, -1.712)
H (-1.171, 3.607, 0.446)
C (-1.132, 1.659, -2.282)
C (-1.034, 0.716, -1.225)
H (-1.025, -0.363, -1.307)
H (-1.211, 0.943, 0.965)
H (-1.050, 3.909, -2.276)
H (-1.546, 1.492, -3.268)
C (0.541, -1.485, 1.508)
C (0.244, -2.719, 0.856)
C (0.882, -2.690, -0.410)
H (-0.311, -3.591, 1.221)
C (1.451, -1.396, -0.605)
C (1.310, -0.699, 0.604)
H (1.737, 0.274, 0.774)
H (0.295, -1.178, 2.519)
H (0.934, -3.591, -0.994)
H (1.885, -0.910, -1.470)
O (1.495, 1.429, -3.913)
C (1.309, 0.520, -5.123)
C (2.072, 1.046, -6.337)
H (0.250, 0.417, -5.297)
H (1.681, -0.458, -4.875)
C (2.776, 2.339, -5.865)
H (1.337, 1.248, -7.135)
H (2.778, 0.303, -6.762)
C (2.375, 2.606, -4.393)
H (2.507, 3.181, -6.519)
H (3.874, 2.279, -5.877)
H (1.693, 3.469, -4.241)
H (3.210, 2.729, -3.683)
C (2.150, 0.852, 4.527)
C (3.039, 1.567, 3.571)
C (2.420, 2.705, 2.653)
C (1.642, 3.797, 3.519)
C (0.637, 3.234, 4.472)
C (3.588, 3.352, 1.952)
O (4.546, 3.818, 2.567)
N (3.596, 3.397, 0.550)
C (2.469, 3.226, -0.222)
O (2.409, 3.753, -1.389)
N (1.518, 2.430, 0.289)
C (1.420, 2.200, 1.625)
O (0.484, 1.490, 2.053)
H (2.089, 1.328, 5.506)
H (2.502, -0.163, 4.670)
H (1.160, 0.728, 4.116)
H (3.864, 2.022, 4.126)
H (3.459, 0.837, 2.870)
H (2.383, 4.400, 4.059)
H (1.137, 4.464, 2.802)
H (0.985, 3.304, 5.507)
H (-0.345, 3.704, 4.391)
H (0.426, 2.204, 4.248)
H (4.359, 3.941, 0.148)

4.
Below is a structure of composition C10H8INO2 at a distorted geometry, with properties calculated with wB97M-V/def2-TZVPD.

Values from the calculation:
relative energy (zero: lowest compared OMol25 entry of this formula, charge and spin) = 68.7 kcal/mol
highest occupied orbital energy (alpha / beta) = -7.54 / -7.53 eV

Atoms and positions in Å:
C (-1.485, -2.431, 0.367)
C (-0.184, -2.912, 0.545)
C (-1.705, -1.263, -0.323)
C (0.956, -2.420, -0.064)
C (-0.614, -0.730, -0.918)
C (0.716, -1.255, -0.825)
C (1.782, -0.610, -1.424)
C (2.511, 1.535, 0.047)
C (3.159, 0.434, -0.599)
C (1.027, 3.292, -0.195)
N (2.754, -0.055, -1.938)
O (2.974, 2.074, 1.041)
O (1.429, 1.986, -0.628)
I (4.524, -0.677, 0.388)
H (-2.406, -2.957, 0.737)
H (0.060, -3.877, 1.118)
H (-2.624, -0.779, -0.514)
H (1.768, -3.048, 0.123)
H (-0.855, 0.151, -1.508)
H (1.643, 4.186, -0.350)
H (0.827, 3.153, 0.864)
H (0.018, 3.576, -0.478)

5.
Below is a cluster of 2 separate species, H2N2O2S in total at a distorted geometry, with properties calculated with wB97M-V/def2-TZVPD.

Values from the calculation:
relative energy (zero: lowest compared OMol25 entry of this formula, charge and spin) = 13.1 kcal/mol
highest occupied orbital energy = -8.63 eV

Atoms and positions in Å:
N (0.217, -2.344, -2.282)
N (1.256, -2.286, -1.831)
O (-2.036, -2.160, -1.293)
O (-0.088, 1.066, -0.956)
S (-1.384, -2.463, -2.595)
H (-0.281, 1.964, -1.364)
H (-0.854, 0.786, -0.619)